[1]
{
  "formula": "C25H33N3O6",
  "method": "the ωB97M-V functional and the def2-TZVPD basis",
  "homo_ev": -7.5,
  "e_above_lowest_ev": 1.925,
  "lumo_ev": 0.630,
  "smiles": "CCOc1cc(N2CCOCC2)c(OCC)cc1NC(=O)[C@H](C)N1C(=O)[C@H]2CC=CC[C@H]2C1=O",
  "species": ["C", "C", "O", "C", "C", "C", "N", "C", "C", "O", "C", "C", "C", "O", "C", "C", "C", "C", "N", "C", "O", "C", "C", "N", "C", "O", "C", "C", "C", "C", "C", "C", "C", "O", "H", "H", "H", "H", "H", "H", "H", "H", "H", "H", "H", "H", "H", "H", "H", "H", "H", "H", "H", "H", "H", "H", "H", "H", "H", "H", "H", "H", "H", "H", "H", "H", "H"],
  "positions_angstrom": [[-1.32266, -5.10380, 0.72398], [-2.13655, -3.83807, 0.50267], [-1.25124, -2.83881, 0.03960], [-1.73392, -1.57651, -0.20076], [-3.05687, -1.19775, -0.06690], [-3.47642, 0.10915, -0.33262], [-4.80678, 0.50771, -0.16626], [-5.71505, -0.35289, 0.56257], [-6.93231, 0.47911, 0.98043], [-7.58503, 1.04186, -0.13061], [-6.70078, 1.86791, -0.85499], [-5.47122, 1.09068, -1.32284], [-2.50743, 1.04539, -0.72932], [-2.83169, 2.36315, -0.99758], [-3.13745, 3.13945, 0.15190], [-1.91345, 3.39355, 1.02466], [-1.18476, 0.66075, -0.88593], [-0.78062, -0.63696, -0.62791], [0.53756, -1.09100, -0.75369], [1.64418, -0.38412, -1.05275], [1.68298, 0.80279, -1.29754], [2.94467, -1.22031, -1.11257], [2.96314, -2.50874, -0.29605], [4.00763, -0.32857, -0.68695], [3.97244, 0.32046, 0.52880], [3.16861, 0.09747, 1.39582], [5.13545, 1.29165, 0.56914], [6.05434, 0.98988, 1.76913], [7.38660, 1.64019, 1.56144], [7.98674, 1.49647, 0.39027], [7.30309, 0.69197, -0.67100], [5.83084, 1.13341, -0.78615], [5.01709, 0.09029, -1.52556], [5.20641, -0.34737, -2.62971], [-1.96792, -5.89847, 1.08646], [-0.86175, -5.41833, -0.20861], [-0.53998, -4.91958, 1.45505], [-2.60569, -3.51928, 1.44337], [-2.92411, -4.01913, -0.24159], [-3.78911, -1.92921, 0.22996], [-5.21928, -0.72909, 1.45913], [-6.06050, -1.20154, -0.05115], [-7.66952, -0.14805, 1.48502], [-6.60330, 1.27695, 1.66459], [-7.26452, 2.24469, -1.70962], [-6.38254, 2.71333, -0.22644], [-4.78362, 1.75669, -1.84089], [-5.79384, 0.29640, -2.01618], [-3.52424, 4.08113, -0.24677], [-3.92303, 2.64800, 0.73968], [-1.12982, 3.86770, 0.43952], [-1.52892, 2.45527, 1.41849], [-2.18086, 4.04310, 1.85392], [-0.46090, 1.39442, -1.19777], [0.62961, -2.06781, -0.51327], [3.15000, -1.43609, -2.17028], [2.66641, -2.31073, 0.73146], [3.97441, -2.91227, -0.29250], [2.31003, -3.25964, -0.73404], [4.73237, 2.30034, 0.69016], [5.57572, 1.32405, 2.68813], [6.19282, -0.09438, 1.84072], [7.81895, 2.20632, 2.37071], [8.94598, 1.93660, 0.17031], [7.79114, 0.79353, -1.63887], [7.33157, -0.36698, -0.39239], [5.79691, 2.06364, -1.35904]],
  "forces_ev_per_angstrom": [[-0.1466, 0.4198, -0.0973], [-0.1423, -0.3969, 0.1390], [0.1583, 0.3318, -0.1180], [0.1702, 0.2165, -0.0882], [-0.0077, -0.1376, 0.0004], [0.3638, 0.2355, -0.0739], [-0.2185, 0.0967, 0.1245], [-0.2280, 0.2516, 0.1172], [0.1761, -0.2985, 0.1673], [-0.1436, -0.0490, -0.0533], [0.2673, 0.0080, -0.2813], [-0.2947, 0.2009, -0.0813], [-0.0746, -0.1782, 0.0619], [0.1247, -0.4487, -0.2217], [0.0243, 0.3176, 0.5086], [-0.2369, -0.1370, -0.3347], [-0.0863, 0.0774, -0.0643], [-0.3334, -0.0387, 0.0610], [-0.2118, -0.5317, 0.1088], [0.4179, -0.2048, -0.0810], [-0.1331, 0.1707, -0.0597], [0.0582, 0.0746, 0.0619], [0.0229, 0.1162, -0.0500], [-0.3955, -0.3724, -0.1258], [0.3494, 0.2665, -0.0388], [-0.1911, -0.0200, 0.1580], [-0.0211, 0.0433, 0.2178], [-0.1355, 0.0869, -0.0679], [-0.0256, 0.0347, 0.1132], [0.0745, 0.0081, -0.0896], [-0.1246, 0.0869, -0.0885], [0.1693, 0.0059, -0.1385], [0.1272, 0.2403, 0.0811], [0.0806, -0.0298, -0.2318], [-0.0494, -0.1044, 0.0391], [0.0370, -0.0727, -0.0766], [0.0677, -0.0238, 0.0858], [0.0152, 0.0278, -0.1378], [0.0565, 0.0949, 0.0954], [-0.0713, -0.0836, 0.0232], [-0.0316, -0.0428, -0.0177], [0.0476, -0.0324, 0.0595], [0.0814, 0.0262, 0.0251], [-0.0141, -0.0898, -0.0273], [0.0792, 0.0296, 0.0330], [-0.0090, -0.0391, -0.0597], [-0.0800, -0.0387, 0.0036], [0.0260, 0.0449, -0.0005], [-0.0220, -0.0887, 0.0815], [0.0412, 0.0897, -0.1279], [0.1101, 0.0728, -0.0233], [0.0557, -0.0336, 0.0948], [-0.0137, 0.0587, 0.1182], [0.0293, 0.0489, -0.0051], [0.1754, 0.1482, -0.0436], [-0.0743, 0.0789, 0.2031], [-0.0203, -0.0415, 0.0480], [0.0016, -0.0541, -0.0351], [-0.0659, -0.1128, -0.0281], [-0.0270, -0.0991, -0.0360], [-0.0053, -0.1038, -0.0098], [-0.0485, -0.0416, 0.0757], [0.1606, 0.0979, 0.0731], [0.1638, 0.0969, 0.0682], [-0.0230, -0.0992, 0.0212], [0.0269, -0.0610, -0.0727], [-0.0536, -0.0994, 0.0179]]
}

---

[2]
{
  "formula": "C25H33O2Sn",
  "method": "the ωB97M-V functional and the def2-TZVPD basis",
  "homo_ev": [-11.6, -11.5],
  "charge": 1,
  "lumo_ev": [-5.943, -5.825],
  "species": ["O", "C", "C", "H", "H", "C", "H", "H", "C", "H", "H", "H", "C", "H", "H", "H", "Sn", "C", "C", "C", "H", "C", "C", "H", "H", "H", "H", "C", "C", "C", "H", "C", "C", "H", "H", "H", "H", "O", "C", "C", "H", "H", "C", "H", "H", "C", "H", "H", "H", "H", "C", "C", "C", "C", "C", "C", "H", "H", "H", "H", "H"],
  "positions_angstrom": [[3.06868, -5.70893, -1.93806], [3.26313, -6.78905, -1.01554], [4.23159, -7.65681, -1.76964], [2.33710, -7.34927, -0.83471], [3.73782, -6.45833, -0.08377], [4.02691, -6.49559, -2.75283], [3.80053, -8.62231, -2.02586], [5.19218, -7.75080, -1.26158], [3.38532, -6.92014, -4.07083], [2.40430, -7.39969, -3.90512], [4.08638, -7.57696, -4.61912], [3.19987, -6.02361, -4.67751], [5.28230, -5.66063, -2.92053], [5.61353, -5.28630, -1.93442], [5.03623, -4.78478, -3.53803], [6.06326, -6.25657, -3.41427], [0.08503, -0.25203, -0.26290], [1.60299, 1.86512, 0.85558], [0.64738, 1.13488, 1.61882], [1.21362, -0.16783, 1.90190], [-0.26814, 1.51775, 2.06142], [2.47515, -0.23462, 1.22730], [2.72354, 1.03478, 0.64486], [3.65491, 1.34561, 0.17271], [1.47653, 2.91046, 0.57218], [0.81358, -0.85796, 2.64876], [3.14943, -1.09429, 1.24964], [-1.32176, 1.32639, -2.02770], [-0.05445, 1.30311, -2.68190], [0.31524, -0.05699, -2.91347], [0.49399, 2.18119, -3.01088], [-0.76049, -0.90053, -2.44191], [-1.76501, -0.02758, -1.86575], [-2.73097, -0.34249, -1.48930], [-1.90605, 2.20598, -1.77344], [1.20165, -0.41732, -3.43200], [-0.91424, -1.95419, -2.67514], [0.56459, -3.77208, -0.53938], [1.89174, -3.21648, -0.81544], [2.91137, -3.72933, 0.24004], [1.90961, -2.09781, -0.77187], [2.18490, -3.50262, -1.84785], [2.11486, -4.95703, 0.70523], [2.99931, -2.98263, 1.05987], [3.92498, -3.88096, -0.15540], [0.70423, -4.37889, 0.81080], [2.52900, -5.57028, 1.50957], [1.93512, -5.60491, -0.15781], [0.65251, -3.64452, 1.66791], [-0.10227, -5.12532, 0.91263], [-4.01973, -0.49531, 2.90725], [-3.76734, 0.67934, 2.19479], [-2.66753, 0.74175, 1.31185], [-1.87063, -0.37875, 1.17133], [-2.10286, -1.55641, 1.85194], [-3.19848, -1.61021, 2.74434], [-4.85560, -0.53787, 3.59936], [-4.39422, 1.56010, 2.31376], [-2.46041, 1.67742, 0.77840], [-1.45980, -2.43098, 1.71809], [-3.37515, -2.52946, 3.29992]],
  "forces_ev_per_angstrom": [[1.1283, -1.8885, -0.3985], [-0.4999, -1.1685, 2.5013], [-0.6048, 0.7300, -0.1176], [-0.0068, 0.4182, 0.3239], [-0.4595, 0.0009, -0.1093], [1.0370, 0.2131, -2.1364], [0.2660, 0.0910, -0.3139], [-0.0029, 0.0329, -0.4612], [0.1168, 0.4322, -0.0189], [0.5733, -0.0299, -0.0201], [-0.4949, 0.1769, 0.2318], [0.0461, -0.1875, 0.0175], [-0.2285, 0.2783, -0.2034], [0.0407, -0.3304, -0.4427], [0.2104, -0.1660, 0.0718], [-0.0998, 0.2867, 0.2291], [-0.7386, -0.0998, 0.3998], [-0.0743, -0.1845, 0.2183], [0.3880, 0.7089, 0.0466], [0.7102, -0.4158, -0.2478], [0.3258, -0.0200, -0.1476], [-0.0565, 0.5490, 0.6236], [0.0488, -0.2293, 0.0690], [-0.4092, -0.2273, -0.0862], [0.1249, -0.4315, -0.0760], [0.1197, 0.0758, -0.5192], [-0.2691, 0.5721, -0.0250], [0.0669, -1.1561, -0.5084], [-0.4062, -0.4315, 0.3174], [0.1151, 0.7402, 0.5369], [0.0401, -0.2799, 0.2546], [-0.9563, 0.4014, 0.4998], [0.2386, 0.5303, -1.3144], [0.2323, 0.0280, -0.0172], [0.2646, -0.1736, 0.0616], [-0.2311, 0.1736, 0.1817], [0.2809, 0.2664, 0.3341], [1.2551, 0.7495, 1.8124], [0.4889, 0.5061, -0.7205], [-0.9274, 0.0805, 0.0918], [-0.3815, -0.5123, -0.0901], [-0.2949, 0.0521, 0.7273], [-0.7528, -0.1014, -0.4267], [-0.1062, -0.6433, -0.3228], [-0.4989, -0.2498, -0.0869], [0.0213, 0.3035, 0.0659], [-0.2912, 0.4355, 0.1933], [0.3542, 0.3590, 0.6119], [-0.2565, -0.2604, -0.9705], [0.4164, 0.3612, -0.0724], [0.1658, -0.0099, -0.1214], [0.6689, -0.2388, -0.2952], [-0.4071, 0.3890, 0.1180], [-0.4091, -0.3188, -0.0914], [-0.1394, -0.2880, 0.2214], [0.4630, 0.2698, -0.3827], [0.1025, -0.0025, -0.1265], [0.0921, -0.2001, 0.0137], [-0.1183, -0.4155, 0.1626], [-0.2577, 0.2285, 0.0532], [-0.0230, 0.2202, -0.1195]]
}